Below is 2 unconnected molecules or ions with the total composition C6H6Cl5N2O in a non-equilibrium geometry, with properties calculated with the ωB97M-V functional and the def2-TZVPD basis.

The geometry in XYZ format:
```
20
Properties=species:S:1:pos:R:3:forces:R:3:nbo_charge:R:1
Cl 4.9175 -2.9744 0.8119 -0.4 0.5 -0.1 0.084
Cl 2.5708 -1.6724 1.9358 0.2 0.0 -0.2 0.043
Cl 1.2220 2.4033 -1.8949 -0.3 -1.9 2.3 0.011
Cl 4.7775 -0.0703 0.9217 -0.3 -0.5 -0.1 0.083
Cl 3.0773 -1.5398 -0.9263 0.2 -0.1 0.1 0.027
O 1.8947 1.6128 0.7210 -5.3 -1.9 -8.1 -0.462
N -1.2815 0.2942 -0.2234 -2.5 0.4 -0.3 -0.356
N -3.4183 1.3090 -0.0420 3.9 -3.2 -0.4 -0.521
C 0.2079 -0.0368 -0.2832 1.2 0.0 0.5 -0.335
C -2.1850 -0.9282 -0.2635 -4.3 6.5 0.7 -0.040
C -3.6642 -0.2055 -0.1437 5.6 -0.1 -0.1 -0.014
C 3.8358 -1.5642 0.6858 0.5 0.1 0.3 -0.211
C -1.9414 1.6500 -0.0994 -2.2 -5.9 -0.2 0.236
C 1.1566 1.3104 -0.3821 3.9 1.2 6.6 0.477
H 0.4851 -0.8024 -1.1415 -1.0 1.9 1.5 0.284
H -1.8854 -2.0610 -0.3396 -0.4 2.8 0.1 0.311
H -4.6642 -0.8139 -0.1144 1.9 2.0 0.0 0.299
H -4.1835 2.0092 0.0749 1.1 -0.8 -0.2 0.472
H 0.4545 -0.6000 0.7400 -0.2 1.7 -2.3 0.293
H -1.3760 2.6801 -0.0369 -1.5 -2.4 -0.2 0.318
```
Positions in Å, forces in eV/Å.

As for the LUMO energy: -0.1659 Ha. The value obtained for the energy is -73945.672 eV. The charge is +1. The calculation puts the HOMO-LUMO gap at 9.141 eV. The calculation puts the highest occupied orbital energy at -13.654 eV.